{"formula": "C3H7N3OS", "method": "the ωB97M-V functional and the def2-TZVPD basis", "species": ["H", "S", "N", "N", "H", "H", "H", "H", "O", "H", "C", "N", "C", "C", "H"], "xyz": [[-2.093121, 1.190642, 0.129087], [0.400917, 3.432824, 0.574897], [-0.739545, -0.451377, -0.998591], [1.361750, -1.177651, -0.087720], [-1.376327, 0.552133, 1.633120], [-0.847061, -1.390412, -1.280904], [0.797864, -3.051912, -0.418712], [1.285711, -2.250626, -1.791517], [0.737136, 0.938890, 0.114391], [-1.958596, 2.262992, 1.594688], [-1.493807, 1.470190, 0.997831], [1.457621, -2.373417, -0.794297], [0.345696, -0.276255, -0.385202], [-0.134004, 1.894888, 0.546448], [2.255764, -0.770908, 0.166481]], "forces_ev_per_a": [[-0.02, 0.09, 0.20], [-0.14, -0.56, 0.04], [0.25, 1.19, 0.38], [-0.27, 0.43, -0.22], [-0.24, 0.67, -0.52], [-0.15, -1.28, -0.45], [0.20, 0.17, -0.11], [0.03, 0.08, 0.19], [-0.12, 0.02, 0.00], [0.19, -0.21, -0.35], [0.19, -0.79, 0.72], [-0.20, -0.39, -0.02], [0.54, -0.25, 0.39], [0.06, 0.88, -0.15], [-0.32, -0.07, -0.10]], "smiles": "[H]/N=C(\\NN)OC(C)=S"}


{"formula": "C4H3NO", "method": "the ωB97M-V functional and the def2-TZVPD basis", "species": ["N", "O", "H", "C", "C", "C", "H", "H", "C"], "xyz": [[1.831863, -1.724834, -0.374200], [0.970120, 1.498300, -0.459649], [0.200193, 0.176433, 1.335257], [-2.202481, -0.643832, -0.146022], [-1.039529, -0.101637, -0.243796], [0.289093, 0.271119, 0.170178], [-3.171757, -0.671215, -0.610212], [1.770171, 1.953175, 0.268887], [1.352328, -0.757509, 0.059556]], "forces_ev_per_a": [[0.14, 1.31, 1.17], [1.32, 0.56, 4.12], [-0.11, 1.63, -1.59], [5.55, 3.70, -1.59], [-5.55, -2.77, 0.37], [3.44, 0.96, 2.79], [-0.05, -0.59, 0.46], [-3.91, -2.46, -3.08], [-0.83, -2.32, -2.65]], "smiles": "C#C[C@H](O)C#N"}


{"formula": "C25H70BF4N5O5", "method": "the ωB97M-V functional and the def2-TZVPD basis", "species": ["H", "C", "H", "N", "H", "C", "C", "H", "H", "H", "H", "H", "H", "C", "C", "H", "H", "H", "H", "H", "C", "C", "N", "C", "H", "C", "O", "H", "O", "C", "H", "H", "B", "H", "C", "H", "C", "H", "C", "C", "H", "H", "N", "H", "H", "H", "H", "H", "H", "H", "H", "F", "O", "F", "H", "H", "F", "C", "H", "H", "H", "O", "H", "C", "H", "C", "H", "H", "H", "H", "H", "N", "H", "C", "H", "C", "C", "H", "H", "O", "H", "H", "H", "C", "H", "H", "N", "H", "C", "H", "H", "H", "H", "F", "H", "H", "H", "H", "C", "H", "C", "H", "H", "H", "H", "C", "H", "H", "H", "H"], "xyz": [[4.034310, -2.102174, -2.902475], [-3.389293, -0.774104, 3.085454], [-5.983594, 1.199519, 3.660988], [-4.299719, 0.431454, 2.742866], [4.207359, -2.241103, -0.169490], [-5.510822, 0.221618, 3.569936], [3.326191, -0.485465, 2.983107], [1.879111, -6.593419, -2.945486], [0.284948, 0.533336, -2.125864], [-3.780218, 0.531404, 0.696845], [-0.112573, 5.126881, -0.159594], [3.507921, 1.435142, -4.762850], [-2.583306, 5.684235, -2.820587], [-3.647973, 1.842937, 3.017030], [2.082562, 0.877013, -1.026122], [0.065147, 2.466519, -3.309774], [-4.095492, 4.009972, 0.750652], [0.432862, -3.441935, 0.719554], [-5.261765, -0.555674, 1.115463], [0.545204, -2.097425, 4.239574], [3.121165, -2.738871, 3.995385], [-3.326133, 4.709456, 1.077619], [2.734075, -4.570931, -2.712286], [1.932191, -2.292823, 1.801641], [2.836199, -2.807101, 1.475472], [1.086621, 2.581978, -3.672200], [2.091372, 2.248206, -0.735022], [2.152277, -3.947428, -0.713092], [-2.418709, 4.251292, 2.022474], [3.208082, 1.126674, -3.761332], [1.799936, 0.311840, -0.137991], [-4.311576, 2.469114, 2.420680], [-1.663808, -1.191437, -0.975818], [2.926338, -6.496312, -1.549103], [-2.777788, 5.406633, -0.118111], [4.430993, -4.547940, -1.276638], [-4.707720, 0.373709, 1.247268], [4.157565, -2.897513, 3.697410], [1.082249, -1.212869, 3.897142], [0.578469, -3.028509, 1.717536], [2.882310, -4.876828, -4.848884], [3.044406, 0.143288, 2.138499], [2.336330, -1.663754, 3.197734], [0.438204, -5.016875, 2.131439], [-5.228889, -0.178322, 4.543925], [-0.006981, 0.258860, -4.559637], [1.282356, 0.686505, -5.695723], [3.509569, 0.081907, -3.685967], [-5.469952, 1.147837, 1.158745], [4.312484, -0.930391, 2.851303], [1.317614, -0.551571, 4.731034], [-2.397311, -0.041482, -1.254641], [-3.253370, 1.328590, 5.357347], [-0.481583, -0.888959, -0.223906], [0.859880, -4.741275, -1.512286], [-2.376925, 2.861878, -2.391187], [-1.341324, -1.772822, -2.126231], [1.364838, 0.442205, -2.242609], [3.130973, 0.605375, -1.149224], [1.353169, -4.461351, -4.184430], [-2.081311, 6.238495, -0.013065], [3.589512, -2.100809, -0.890728], [0.369545, -0.777729, 3.196562], [4.131296, -4.062031, -2.205173], [-0.631926, 3.659906, 0.409085], [4.370770, -2.554466, -1.969561], [-3.871573, 5.364731, 1.756742], [3.567534, -6.445570, -3.238884], [-0.957947, 4.898903, -3.010329], [-0.079297, 3.560731, -1.244458], [-4.068125, -1.601995, 2.880816], [1.681212, 1.111875, -3.622514], [-3.536666, 5.891974, -0.731832], [-1.652629, 5.394926, -2.332487], [-3.253875, -0.757343, 4.166883], [1.693128, -4.062723, -1.694932], [1.067455, 0.213532, -4.737493], [-2.118013, 4.969107, 2.584544], [1.342505, -3.044181, -1.861450], [0.392184, -4.176622, 2.593444], [3.214698, -2.477623, 5.049485], [-6.189971, -0.489001, 3.098916], [-0.249992, -2.368216, 1.973990], [-0.578875, 4.213323, -0.528468], [-2.577359, 1.865095, 2.813587], [-4.747608, 2.751455, 4.693389], [-1.959809, 4.558794, -1.082338], [-2.468830, -0.847099, 2.506214], [-2.759221, 3.277750, -1.458987], [2.487239, -3.135806, -4.458772], [-1.078051, 6.267223, -2.020944], [-3.206005, 3.326993, 4.746273], [5.396296, -2.305852, -1.696458], [-2.447133, -1.950535, -0.015399], [3.639586, 1.869764, -3.090719], [2.549360, -3.666302, 3.963505], [-3.809620, 3.537461, -1.590540], [4.836031, -4.476169, -2.926241], [2.780462, -6.116609, -2.560364], [1.845273, 2.494514, 0.159610], [2.406051, -4.180516, -4.158637], [1.666004, -1.424471, 1.198968], [-2.609766, 2.551741, -0.659818], [1.726884, -0.653215, -4.692554], [1.202718, 2.982652, -4.679212], [-3.732925, 2.406719, 4.494194], [1.768266, 3.294814, -3.208163], [3.391249, 0.124502, 3.884116], [1.426349, -0.646055, -2.238681], [-3.783540, 1.245243, 6.153319]], "forces_ev_per_a": [[0.30, 0.78, 0.14], [-1.31, 0.40, 0.09], [-0.34, -0.28, 0.15], [1.59, -0.31, 0.12], [-0.37, 0.33, 0.63], [-0.45, 0.53, 0.31], [-0.36, -0.81, 0.26], [-0.31, 0.56, -0.01], [-0.16, 0.45, -0.01], [-0.47, -0.31, -0.45], [0.36, 0.15, -1.00], [-0.40, 0.11, -0.16], [0.14, -0.09, 0.00], [-0.73, 0.13, 1.49], [2.13, 0.17, 1.08], [0.23, 0.52, -0.08], [0.49, -0.74, 0.26], [0.11, 0.88, -0.31], [0.72, -0.20, -0.35], [0.32, -0.11, 0.31], [-0.94, -0.05, 0.74], [-1.24, 1.61, 1.28], [0.60, 0.54, 2.40], [-0.57, 1.00, 0.99], [-0.38, -0.12, -0.12], [1.40, -1.45, -0.66], [-0.52, 1.23, -0.72], [0.49, -0.43, -0.28], [1.74, -1.97, -0.05], [-0.95, 0.27, -0.98], [-0.68, -0.31, -0.45], [0.77, 0.27, -0.27], [-1.46, 0.04, 2.83], [0.22, 0.73, 0.05], [1.26, 1.13, -1.62], [-0.80, -0.48, 0.09], [0.01, 0.39, 1.99], [-0.30, 0.27, -0.80], [-0.13, -0.65, 0.18], [-0.05, -2.28, 1.23], [0.48, 0.32, 0.16], [-0.15, -0.25, 0.05], [0.90, -0.36, -0.62], [0.01, 0.05, -0.19], [-0.08, 0.32, -0.09], [0.15, -1.11, -0.02], [-0.06, 0.20, 0.07], [0.35, 0.28, 0.60], [0.32, 0.28, -0.39], [-0.13, 0.14, -0.33], [0.03, -0.10, -0.17], [0.01, 1.11, 0.09], [-0.36, 0.82, -0.91], [0.74, 0.50, -0.09], [0.00, -0.12, -0.91], [0.08, 0.14, 0.11], [0.75, -1.37, -1.50], [-2.29, 0.20, -0.73], [0.26, -0.16, -0.09], [-0.16, 0.28, -0.40], [-0.06, 0.12, 1.18], [0.00, 0.36, 0.46], [0.53, 0.52, -0.14], [0.90, -0.54, -0.43], [-0.73, -0.34, -0.14], [-1.21, -1.06, -1.22], [-0.92, 1.02, -1.31], [0.22, -0.07, 0.33], [-0.45, -0.57, 0.10], [0.31, 0.69, -0.04], [0.49, -0.31, -0.24], [0.80, 0.56, 0.68], [-0.53, -0.47, 0.12], [-0.09, 0.14, 0.58], [0.41, 0.23, -0.26], [0.11, 0.24, 0.60], [1.27, 2.07, 0.82], [-0.10, 0.19, -0.01], [-0.07, -0.21, -0.77], [0.67, 1.13, 0.29], [-0.38, 0.49, -0.04], [0.14, 0.11, -0.13], [0.21, 0.13, -0.46], [-1.05, -0.48, 0.99], [-0.38, -0.42, -0.91], [-0.38, -0.73, 0.29], [0.20, -1.12, -0.95], [-0.29, 0.32, -0.14], [0.89, 0.71, 0.22], [0.46, -0.11, 0.63], [-0.41, 0.20, 0.22], [0.82, -0.16, -0.90], [0.29, -0.49, -0.96], [0.52, 0.14, -1.01], [-0.01, -0.59, 0.37], [0.01, 0.09, -0.22], [0.14, 0.07, 0.05], [0.06, 0.31, -0.26], [0.11, 0.21, -1.41], [0.01, -0.48, 0.04], [-1.22, -1.48, 0.80], [0.68, 0.10, -0.33], [-0.15, 0.06, -0.09], [-1.13, -0.60, 0.07], [-0.74, -0.76, -0.50], [-0.63, -1.81, 0.38], [-0.36, -0.50, 1.23], [-0.29, -0.19, 0.06], [0.63, -0.07, -0.80], [-0.11, 0.28, 0.20]], "total_charge": 4}


In eV, the gap between HOMO and LUMO values for the records above are, in order, 9.038 10.084 10.554.
In Ha, the DFT total energy values for the records above are, in order, -756.16267 -284.02488 -2067.49894.
In kcal per mole, the relative energy (zero: lowest compared OMol25 entry of this formula, charge and spin) values for the records above are, in order, 45.0 93.0 140.2.